Record 1
Molecular formula: C5H10O
Method: DFT, ωB97M-V/def2-TZVPD

Summary:
ΔE to the lowest compared entry with this formula, charge and spin: 33.0 kcal/mol
LUMO: 0.0310 hartree
energy: -7393.3351 eV
multiplicity: 1
E_HOMO: -9.6014 eV
orbital gap: 10.445 eV

Cartesian coordinates (Å):
O (1.01, 1.44, -1.51)
C (0.88, 0.48, -0.76)
C (-0.47, -0.13, -0.39)
C (2.06, -0.14, -0.08)
C (-1.63, 0.82, -0.69)
C (-0.60, -0.81, 1.18)
H (-0.54, -1.19, -0.50)
H (-2.59, 0.30, -0.75)
H (-1.51, 1.42, -1.61)
H (2.06, 0.16, 0.98)
H (2.99, 0.20, -0.54)
H (1.99, -1.23, -0.11)
H (-1.68, 1.55, 0.13)
H (-1.64, -1.13, 1.36)
H (-0.32, -0.02, 1.86)
H (0.00, -1.72, 1.44)

So, what does the Mulliken scheme give us? The charges, in e, come out as:
1 O -0.59
2 C 0.77
3 C 0.40
4 C -1.15
5 C -1.31
6 C -1.41
7 H 0.21
8 H 0.37
9 H 0.34
10 H 0.27
11 H 0.36
12 H 0.33
13 H 0.30
14 H 0.38
15 H 0.40
16 H 0.34

Record 2
Molecular formula: C2H10N2S
Method: DFT, ωB97M-V/def2-TZVPD

Summary:
ΔE to the lowest compared entry with this formula, charge and spin: 0.0 kcal/mol
LUMO (alpha / beta): -0.2983 / -0.3787 hartree
charge: +2
energy: -16031.0064 eV
multiplicity: 1
E_HOMO (alpha / beta): -18.1795 / -17.4310 eV
orbital gap (alpha / beta): 10.062 / 7.126 eV

Cartesian coordinates (Å):
S (0.70, -0.20, -0.07)
N (-3.24, -0.42, -0.34)
N (3.39, -0.15, -0.12)
C (2.19, 0.80, -0.28)
C (-2.85, 0.05, 0.91)
H (-3.62, 0.51, 1.45)
H (3.02, -1.06, -0.29)
H (3.81, -0.23, 0.88)
H (-4.10, -1.10, -0.22)
H (2.33, 1.49, 0.58)
H (2.27, 1.21, -1.29)
H (4.25, -0.04, -0.81)
H (-2.61, -0.96, -0.94)
H (-2.01, -0.29, 1.48)
H (-3.51, 0.39, -0.95)

So, what does the Mulliken scheme give us? The charges, in e, come out as:
1 S -0.02
2 N -0.34
3 N -0.42
4 C -0.38
5 C -0.55
6 H 0.37
7 H 0.34
8 H 0.40
9 H 0.44
10 H 0.34
11 H 0.34
12 H 0.41
13 H 0.34
14 H 0.32
15 H 0.41

Record 3
Molecular formula: CHN3O3
Method: DFT, ωB97M-V/def2-TZVPD

Summary:
ΔE to the lowest compared entry with this formula, charge and spin: 55.6 kcal/mol
LUMO: -0.0554 hartree
energy: -11659.4210 eV
multiplicity: 1
E_HOMO: -10.7878 eV
orbital gap: 9.280 eV

Cartesian coordinates (Å):
O (0.81, 1.40, 0.65)
O (-1.21, 0.76, -0.48)
O (1.67, -1.07, -0.10)
N (-1.56, -0.48, 0.45)
N (0.09, 0.77, -0.63)
N (-0.68, -1.27, 0.33)
C (0.58, -0.70, -0.36)
H (1.43, 2.28, 0.48)

So, what does the Mulliken scheme give us? The charges, in e, come out as:
1 O -0.50
2 O -0.19
3 O -0.31
4 N 0.00
5 N 0.08
6 N -0.04
7 C 0.60
8 H 0.35

Record 4
Molecular formula: C4H5Cl
Method: DFT, ωB97M-V/def2-TZVPD

Summary:
ΔE to the lowest compared entry with this formula, charge and spin: 11.1 kcal/mol
LUMO: 0.0100 hartree
energy: -16749.6419 eV
multiplicity: 1
E_HOMO: -9.0066 eV
orbital gap: 9.279 eV

Cartesian coordinates (Å):
Cl (2.49, -0.72, 0.07)
C (-1.51, -0.65, 0.11)
C (0.89, 0.04, -0.06)
C (-0.19, -0.95, -0.16)
C (0.84, 1.35, -0.04)
H (-0.10, 1.85, 0.30)
H (0.10, -1.93, -0.31)
H (-2.37, -1.34, -0.03)
H (-1.77, 0.32, 0.48)
H (1.63, 2.03, -0.35)

So, what does the Mulliken scheme give us? The charges, in e, come out as:
1 Cl -0.23
2 C -0.70
3 C 0.49
4 C -0.19
5 C -0.57
6 H 0.15
7 H 0.38
8 H 0.23
9 H 0.18
10 H 0.26

Record 5
Molecular formula: C56H136O28S4
Method: DFT, ωB97M-V/def2-TZVPD

Summary:
ΔE to the lowest compared entry with this formula, charge and spin: 36.7 kcal/mol
LUMO: 0.0075 hartree
energy: -160927.1998 eV
multiplicity: 1
E_HOMO: -8.6676 eV
orbital gap: 8.871 eV

Cartesian coordinates (Å):
S (-5.16, -1.88, -2.32)
S (0.97, 2.69, 1.84)
S (-2.53, 3.51, -2.33)
S (3.75, -2.28, -5.92)
O (5.65, -2.74, 2.84)
O (-4.42, -0.57, -2.74)
O (1.80, 3.86, 2.36)
O (2.33, 6.30, -2.30)
O (-2.22, -2.38, -0.31)
O (-1.97, 2.81, -1.11)
O (-6.76, 1.39, 0.63)
O (-5.54, -7.85, -0.39)
O (-3.10, -6.67, 1.10)
O (-7.10, 3.13, -1.68)
O (0.36, -5.27, 3.63)
O (0.77, 2.66, -4.80)
O (4.14, -2.47, -4.49)
O (4.51, 4.28, -2.18)
O (-1.70, 1.03, 5.75)
O (6.41, 3.03, 5.02)
O (-0.68, 0.77, -6.02)
O (-3.12, 1.09, 3.14)
O (-1.88, 1.35, 8.62)
O (7.12, 3.43, -0.48)
O (-0.92, -2.14, -6.19)
O (-7.63, -7.42, -2.39)
O (-6.36, -1.38, 1.44)
O (5.82, 4.82, 7.28)
O (2.69, -3.35, 2.48)
O (0.15, -0.62, -1.54)
O (2.93, 0.47, -1.65)
O (6.98, 0.98, 2.84)
C (5.99, 1.04, 1.81)
C (4.29, 0.28, -1.70)
C (1.53, 7.47, -2.01)
C (-1.84, 0.06, -6.48)
C (4.62, 5.48, -2.80)
C (-2.48, -5.59, 1.79)
C (-6.42, 1.02, 1.98)
C (5.20, 5.27, 8.54)
C (6.16, 4.43, -0.24)
C (-4.29, -7.20, 1.73)
C (-6.30, -6.72, -0.45)
C (4.78, 4.09, -0.80)
C (1.49, -6.06, 3.24)
C (-6.28, 1.93, -1.61)
C (-2.37, 1.96, 2.27)
C (0.76, 2.63, -6.26)
C (6.68, 3.69, 7.40)
C (4.79, -2.89, 1.69)
C (-5.62, -2.58, 1.50)
C (-1.70, -1.11, -0.17)
C (-1.28, -0.48, -1.53)
C (7.71, 2.15, 3.14)
C (0.76, -0.11, -2.70)
C (-4.23, -3.28, -3.07)
C (-1.17, 0.35, 4.56)
C (1.37, -2.97, 2.93)
C (1.92, -1.93, -5.80)
C (-6.66, -2.06, -3.38)
C (-2.36, 0.03, 3.70)
C (7.35, 3.41, 6.02)
C (-1.29, 2.36, 7.79)
C (7.67, 3.37, -1.77)
C (-5.65, -0.33, 2.09)
C (-1.10, -3.41, -5.50)
C (-2.26, 1.88, 9.88)
C (-5.66, 1.47, -0.25)
C (0.62, -3.88, 3.99)
C (-1.30, 4.79, -2.93)
C (2.25, -0.26, -2.69)
C (1.99, 1.12, 1.94)
C (1.89, 3.20, -4.18)
C (-2.37, 2.50, -3.85)
C (-0.77, 1.77, 6.50)
C (3.40, -2.28, 1.84)
C (-0.48, 1.92, -6.73)
C (-1.37, -3.42, -0.86)
C (6.89, 3.30, 3.69)
C (-6.72, -6.46, -1.88)
C (-8.49, -7.07, -3.43)
C (-5.11, -8.21, 0.87)
C (5.48, -3.78, 3.85)
C (3.74, 6.65, -2.33)
C (3.66, -3.94, -6.65)
C (-6.29, 4.26, -1.40)
C (-2.00, -1.31, -5.81)
C (1.10, 2.69, 0.02)
H (-5.45, 2.13, -2.29)
H (-5.70, 4.64, -2.23)
H (-2.97, -1.71, -6.11)
H (5.46, -4.74, 3.32)
H (-1.04, -3.38, -4.41)
H (-6.48, -1.81, -4.43)
H (5.56, 0.05, 1.66)
H (-3.10, 1.71, -4.02)
H (-0.53, 2.93, 8.33)
H (-9.15, -7.90, -3.69)
H (-1.03, -3.18, -1.87)
H (-0.33, -4.08, -5.87)
H (-4.64, -0.28, 1.70)
H (1.83, 7.99, -1.10)
H (-6.96, 1.23, -2.10)
H (2.62, -1.28, -2.60)
H (1.44, -2.34, -6.69)
H (6.61, 5.30, -0.72)
H (-7.38, -1.28, -3.14)
H (0.11, 1.22, 6.83)
H (-0.35, -3.40, 4.14)
H (6.35, -3.79, 4.50)
H (5.89, 5.77, 9.22)
H (0.30, -0.51, -3.61)
H (-4.91, -4.11, -2.94)
H (-4.72, -2.55, 0.90)
H (-2.40, 3.15, -4.73)
H (-2.56, 1.05, 10.52)
H (-2.05, -0.55, 2.83)
H (-0.48, 2.57, 5.82)
H (8.09, 2.64, 6.24)
H (-7.38, 0.93, 2.48)
H (-7.18, -6.73, 0.19)
H (-4.98, 2.24, 0.12)
H (8.28, 2.47, -1.89)
H (-2.06, 3.07, 7.48)
H (-7.27, -5.51, -1.86)
H (-3.08, -4.69, 1.92)
H (-6.27, -3.39, 1.16)
H (-4.99, -6.43, 2.04)
H (5.98, 4.53, 0.84)
H (2.79, 2.78, -4.63)
H (-4.44, -9.05, 0.69)
H (-3.03, 2.60, 1.68)
H (0.79, -2.95, 2.01)
H (4.35, 5.29, -3.84)
H (0.50, 7.12, -1.90)
H (1.47, -7.15, 3.32)
H (4.81, 4.41, 9.08)
H (-1.64, 2.52, 2.85)
H (-3.02, 2.66, 9.75)
H (-3.08, -0.54, 4.29)
H (8.33, 2.45, 2.30)
H (3.01, 1.39, 1.66)
H (3.17, -3.90, -7.62)
H (4.53, -3.63, 4.38)
H (-2.05, -5.97, 2.71)
H (-1.89, 5.41, -3.60)
H (7.41, 4.25, 3.56)
H (8.42, 1.82, 3.90)
H (7.00, 3.37, -2.63)
H (2.07, 0.62, 2.91)
H (-3.93, -7.75, 2.60)
H (-5.79, -5.84, -0.05)
H (-0.89, 5.35, -2.09)
H (-2.44, -0.48, 0.33)
H (-6.97, 5.08, -1.20)
H (-0.48, -3.63, -0.27)
H (1.78, 4.28, -4.18)
H (4.10, 6.94, -1.34)
H (1.74, -5.79, 2.22)
H (-9.08, -6.23, -3.07)
H (-5.14, 0.57, -0.58)
H (-1.47, 0.59, -1.41)
H (4.74, 0.64, -2.62)
H (3.95, 4.45, -0.19)
H (1.88, 2.77, -3.18)
H (-1.92, -4.35, -0.98)
H (-0.64, -0.58, 4.80)
H (-1.80, -0.03, -7.56)
H (2.99, -1.86, 0.93)
H (1.71, -0.89, -5.56)
H (1.62, 2.02, -6.53)
H (0.57, 0.95, -2.82)
H (-7.11, -3.05, -3.31)
H (6.13, 2.80, 7.68)
H (3.04, -4.60, -6.04)
H (4.69, 0.87, -0.87)
H (-5.84, 1.75, 2.55)
H (-0.47, 0.97, 4.00)
H (-0.43, 1.65, -7.79)
H (-5.85, -8.78, 1.44)
H (-2.06, -3.88, -5.73)
H (-1.78, -0.97, -2.37)
H (5.96, 3.27, 3.12)
H (3.49, -1.51, 2.62)
H (-1.61, -5.16, 1.28)
H (6.44, 1.32, 0.86)
H (2.50, 0.17, -3.66)
H (0.90, 3.62, -6.70)
H (1.62, 0.33, 1.29)
H (5.68, 5.75, -2.81)
H (4.69, -4.29, -6.77)
H (-0.57, 4.28, -3.55)
H (2.26, -5.72, 3.93)
H (0.45, 1.96, -0.47)
H (-7.90, -6.82, -4.31)
H (-5.54, -2.82, 2.56)
H (-4.02, -3.10, -4.12)
H (4.48, -0.79, -1.68)
H (7.47, 3.90, 8.11)
H (8.29, 4.27, -1.82)
H (4.68, 3.00, -0.74)
H (5.22, -2.34, 0.85)
H (-0.84, -1.07, 0.50)
H (4.72, -3.94, 1.40)
H (1.50, 8.18, -2.84)
H (-1.43, 1.96, -3.72)
H (7.96, 4.26, 5.70)
H (-5.52, -0.56, 3.14)
H (-5.91, -6.29, -2.59)
H (-5.63, 4.33, -0.53)
H (0.72, 3.68, -0.21)
H (-1.84, 1.36, 1.53)
H (1.53, -2.44, -4.92)
H (-1.27, 2.67, -6.68)
H (3.82, 7.41, -3.11)
H (4.42, 6.01, 8.33)
H (1.12, -3.86, 4.96)
H (-2.77, 0.59, -6.29)
H (5.08, 1.61, 2.00)
H (1.45, -1.98, 3.36)
H (-1.38, 2.32, 10.36)
H (-3.32, -3.48, -2.50)
H (-1.90, -1.04, -4.76)
H (2.09, 2.70, -0.43)

Here are the Mulliken charges for atoms 1 to 99, given in e:
1 S 0.88
2 S 0.47
3 S 0.54
4 S 0.44
5 O -0.35
6 O -0.68
7 O -0.75
8 O 0.00
9 O 0.42
10 O -0.56
11 O -0.46
12 O -0.35
13 O -0.34
14 O -0.49
15 O -0.37
16 O 0.37
17 O -0.56
18 O -0.20
19 O -0.44
20 O -0.26
21 O 0.19
22 O -0.26
23 O -0.27
24 O -0.28
25 O -0.37
26 O -0.36
27 O -0.49
28 O -0.28
29 O -0.10
30 O 0.01
31 O 1.16
32 O -0.42
33 C -0.42
34 C -0.46
35 C -0.73
36 C -1.46
37 C -0.90
38 C -0.35
39 C -0.86
40 C -0.75
41 C -0.63
42 C -0.38
43 C -0.05
44 C 0.50
45 C -0.62
46 C -0.34
47 C -0.61
48 C -0.83
49 C -0.63
50 C -1.09
51 C -0.68
52 C 0.51
53 C 2.01
54 C -0.35
55 C 1.97
56 C 0.01
57 C 0.06
58 C 0.40
59 C -0.15
60 C -1.26
61 C -0.09
62 C -0.55
63 C -0.68
64 C -0.78
65 C 0.36
66 C -0.66
67 C -0.76
68 C 1.19
69 C -0.85
70 C -1.03
71 C -1.75
72 C -0.23
73 C -1.06
74 C -0.90
75 C -0.36
76 C 0.44
77 C -0.70
78 C -0.75
79 C -0.16
80 C -0.40
81 C -0.70
82 C -0.86
83 C -0.62
84 C -0.64
85 C -1.02
86 C -0.65
87 C 0.91
88 C 0.47
89 H 0.21
90 H 0.25
91 H 0.48
92 H 0.31
93 H 0.10
94 H 0.41
95 H 0.11
96 H 0.38
97 H 0.43
98 H 0.24
99 H -0.14

Record 6
Molecular formula: C23H33N2O2P2Sc
Method: DFT, ωB97M-V/def2-TZVPD

Summary:
ΔE to the lowest compared entry with this formula, charge and spin: 0.0 kcal/mol
LUMO: -0.2553 hartree
charge: +2
energy: -70726.8507 eV
multiplicity: 1
E_HOMO: -12.6779 eV
orbital gap: 5.730 eV

Cartesian coordinates (Å):
Sc (0.20, -0.31, -0.05)
P (-2.29, -0.38, -0.61)
P (2.65, -1.09, -0.51)
O (-0.48, -3.54, -1.41)
O (-1.40, -2.45, -3.49)
N (0.13, 0.61, 1.80)
N (0.40, 0.36, -2.00)
C (2.85, 0.38, -1.59)
C (0.08, 3.95, 3.32)
C (0.41, -1.58, 2.79)
C (-1.62, -1.05, 4.66)
C (0.14, 4.76, 2.19)
C (-0.71, 0.56, -2.76)
C (0.63, 1.75, -4.34)
C (0.09, -2.53, 3.77)
C (-0.25, -0.31, 2.79)
C (0.14, 1.98, 1.94)
C (-0.63, 1.29, -3.94)
C (4.09, -0.95, 0.59)
C (-0.92, -2.26, 4.69)
C (-3.53, -1.68, -0.64)
C (3.13, -2.43, -1.62)
C (0.22, 2.78, 0.77)
C (1.62, 0.73, -2.44)
C (-1.28, -0.07, 3.72)
C (0.11, 2.57, 3.22)
C (-3.19, 1.07, 0.04)
C (0.22, 4.18, 0.90)
C (-1.98, -0.17, -2.44)
C (1.75, 1.44, -3.59)
H (0.15, 5.84, 2.29)
H (-1.89, -1.23, -2.98)
H (1.21, -1.78, 2.06)
H (-4.42, -1.35, -1.22)
H (0.28, 2.32, -0.23)
H (-2.42, -0.87, 5.37)
H (2.45, -2.47, -2.48)
H (0.30, 4.82, 0.01)
H (0.64, -3.47, 3.80)
H (0.08, 1.97, 4.11)
H (5.05, -0.90, 0.04)
H (-2.08, -2.70, -4.14)
H (-2.85, 0.30, -2.93)
H (-1.53, 1.42, -4.53)
H (3.97, -0.05, 1.21)
H (2.75, 1.81, -3.85)
H (3.12, 1.24, -0.95)
H (0.04, 4.39, 4.32)
H (4.16, -2.29, -1.98)
H (0.71, 2.29, -5.24)
H (-4.17, 1.19, -0.45)
H (-0.29, -2.80, -0.82)
H (3.70, 0.19, -2.26)
H (-1.17, -3.01, -2.73)
H (-3.34, 0.95, 1.13)
H (-1.83, 0.87, 3.69)
H (-3.82, -1.89, 0.41)
H (-2.60, 2.00, -0.07)
H (-3.10, -2.59, -1.08)
H (3.05, -3.38, -1.08)
H (-1.20, -3.03, 5.43)
H (4.08, -1.82, 1.26)
H (0.40, -3.54, -1.86)

So, what does the Mulliken scheme give us? The charges, in e, come out as:
1 Sc -1.21
2 P 1.16
3 P 1.21
4 O -0.64
5 O -0.64
6 N 0.23
7 N 1.14
8 C -1.42
9 C -0.75
10 C -0.23
11 C -0.85
12 C -0.61
13 C 0.61
14 C -0.75
15 C -0.81
16 C 0.56
17 C 0.80
18 C -1.05
19 C -1.29
20 C -0.53
21 C -1.27
22 C -1.51
23 C -0.20
24 C 0.68
25 C -0.38
26 C -0.73
27 C -1.24
28 C -1.00
29 C -0.83
30 C -0.95
31 H 0.41
32 H -0.06
33 H 0.31
34 H 0.44
35 H 0.72
36 H 0.44
37 H 0.42
38 H 0.43
39 H 0.43
40 H 0.68
41 H 0.44
42 H 0.30
43 H 0.72
44 H 0.56
45 H 0.38
46 H 0.57
47 H 0.47
48 H 0.41
49 H 0.43
50 H 0.51
51 H 0.47
52 H 0.22
53 H 0.66
54 H 0.49
55 H 0.33
56 H 0.62
57 H 0.44
58 H 0.31
59 H 0.34
60 H 0.41
61 H 0.41
62 H 0.42
63 H 0.39

Q: Which value of ΔE to the lowest compared entry with this formula, charge and spin does entry 2 give?
A: 0.0 kcal/mol

Q: Which value of ΔE to the lowest compared entry with this formula, charge and spin does entry 1 give?
A: 33.0 kcal/mol

Q: Among the records above, which one has the highest ΔE to the lowest compared entry with this formula, charge and spin?
A: CHN3O3